No. 1
Here is the molecule C5H4O2 from OMol25. Energies are from ωB97M-V with the def2-TZVPD basis set.

- lowest unoccupied orbital energy (Ha) = -0.0074
- SMILES = O=c1cccco1
- energy above the lowest of the compared OMol25 structures with the same formula, charge and spin (kcal per mole) = 56.2
- charge = 0
- strongest force on any atom (eV/A) = 1.763

```
11
C5H4O2 (ωB97M-V with the def2-TZVPD basis set)
O 1.836 -0.852 -1.011
C 1.162 -0.695 -0.032
C 1.158 0.591 0.647
C 0.059 1.060 -0.013
C -1.174 0.286 -0.101
C -1.092 -1.035 0.121
O 0.132 -1.596 0.270
H 2.078 1.168 0.683
H 0.300 1.785 -0.782
H -2.109 0.792 -0.305
H -1.900 -1.761 0.125
```



No. 2
Here is the ion C6H14N2 with charge -1 from OMol25. Energies are from ωB97M-V with the def2-TZVPD basis set.

- lowest unoccupied orbital energy (alpha / beta) (Ha) = 0.1284 / 0.1247
- energy above the lowest of the compared OMol25 structures with the same formula, charge and spin (kcal per mole) = 13.7
- charge = -1
- strongest force on any atom (eV/A) = 1.525
- spin multiplicity = 2

```
22
C6H14N2 (ωB97M-V with the def2-TZVPD basis set)
C 1.029 -1.273 -1.997
C -0.217 -0.450 -1.781
C 0.120 0.818 -0.997
C 0.684 0.662 0.393
C -0.130 0.392 1.422
N 0.143 0.425 2.767
C -0.881 0.105 3.727
N -0.879 -0.048 -3.042
H 0.989 -1.894 -2.900
H 1.258 -1.921 -1.147
H 1.933 -0.669 -2.131
H -0.998 -0.983 -1.242
H -0.692 1.556 -1.017
H 0.801 1.447 -1.606
H 1.749 0.844 0.463
H -1.195 0.372 1.223
H 1.083 0.643 3.004
H -1.876 0.128 3.286
H -0.940 0.740 4.610
H -0.725 -0.901 4.140
H -0.750 -0.787 -3.729
H -0.506 0.796 -3.447
```



No. 3
Here is a cluster of 13 separate species, C4H34O13 in total from OMol25. Energies are from ωB97M-V with the def2-TZVPD basis set.

- lowest unoccupied orbital energy (Ha) = -0.0078
- energy above the lowest of the compared OMol25 structures with the same formula, charge and spin (kcal per mole) = 20.0
- charge = 0
- strongest force on any atom (eV/A) = 0.709

```
51
C4H34O13 (ωB97M-V with the def2-TZVPD basis set)
C 0.054 -3.697 -1.604
O -0.371 -2.750 -0.603
H 1.133 -3.857 -1.510
H -0.523 -4.605 -1.460
H -0.115 -3.332 -2.620
H -0.316 -1.847 -0.943
C 2.665 -1.349 -2.295
O 3.397 -2.187 -3.178
H 1.615 -1.442 -2.555
H 2.791 -1.694 -1.265
H 2.965 -0.306 -2.411
H 4.328 -2.127 -2.952
C -0.930 0.725 0.381
O 0.199 -0.017 -0.107
H -1.365 0.236 1.255
H -0.634 1.752 0.617
H -1.669 0.754 -0.414
H 0.871 -0.065 0.584
C 4.283 -0.053 2.320
O 3.569 -0.295 1.129
H 3.669 -0.302 3.188
H 5.212 -0.632 2.347
H 4.560 0.999 2.370
H 3.033 -1.103 1.268
O 0.943 3.454 -1.078
H 0.003 3.521 -1.284
H 1.296 4.341 -1.218
O 2.232 2.315 1.198
H 1.788 2.599 0.378
H 2.706 1.495 0.985
O -3.122 1.227 -2.752
H -2.155 1.182 -2.819
H -3.300 1.742 -1.954
O -0.308 0.306 -2.959
H 0.221 1.008 -3.353
H 0.005 0.231 -2.041
O -3.865 -0.487 -0.348
H -3.880 -0.611 -1.304
H -4.066 0.450 -0.232
O -4.492 0.023 2.639
H -3.625 0.399 2.844
H -5.056 0.328 3.357
O 1.572 -2.214 1.388
H 0.912 -2.566 0.753
H 1.675 -2.899 2.056
O -4.117 2.276 0.173
H -3.740 3.161 0.117
H -4.220 2.098 1.120
O -2.325 1.184 4.297
H -1.917 1.847 3.728
H -1.586 0.783 4.767
```



No. 4
Here is the molecule C2H3N3OS from OMol25. Energies are from ωB97M-V with the def2-TZVPD basis set.

- lowest unoccupied orbital energy (alpha / beta) (Ha) = -0.0034 / -0.0034
- energy above the lowest of the compared OMol25 structures with the same formula, charge and spin (kcal per mole) = 97.5
- charge = 0
- strongest force on any atom (eV/A) = 4.369

```
10
C2H3N3OS (ωB97M-V with the def2-TZVPD basis set)
C -0.078 0.115 1.495
C 1.373 -0.565 -0.130
N 1.176 -0.351 1.123
N -0.954 0.228 0.501
N -0.560 -0.143 -0.662
O -0.744 0.769 -1.674
S 2.168 -1.191 -1.269
H -0.201 0.068 2.587
H -1.843 0.802 0.430
H -0.337 0.269 -2.401
```



No. 5
Here is a structure of composition CHAlF3NO5S2 from OMol25. Energies are from ωB97M-V with the def2-TZVPD basis set.

- lowest unoccupied orbital energy (Ha) = -0.1401
- charge = 0
- strongest force on any atom (eV/A) = 5.501

```
14
CHAlF3NO5S2 (ωB97M-V with the def2-TZVPD basis set)
O 0.573 1.967 0.585
Al 1.730 1.649 -0.693
H 1.085 -0.618 -1.616
N 0.563 -0.542 0.983
S 1.799 -1.065 0.048
O 2.722 0.172 -0.105
O 2.479 -2.155 0.779
S -0.374 0.708 0.433
O 0.451 0.873 -1.586
O -1.363 1.145 1.465
C -1.702 -0.453 -0.339
F -1.252 -1.290 -1.286
F -2.263 -1.260 0.573
F -2.683 0.274 -0.889
```



No. 6
Here is a cluster of 2 separate species, C5H10O2 in total from OMol25. Energies are from ωB97M-V with the def2-TZVPD basis set.

- lowest unoccupied orbital energy (alpha / beta) (Ha) = 0.1467 / 0.1446
- energy above the lowest of the compared OMol25 structures with the same formula, charge and spin (kcal per mole) = 17.5
- charge = -1
- strongest force on any atom (eV/A) = 2.354
- spin multiplicity = 2

```
17
C5H10O2 (ωB97M-V with the def2-TZVPD basis set)
C 0.120 -2.170 1.517
C -0.400 -0.898 1.327
C 0.324 0.124 0.586
C -0.243 1.291 0.114
O -1.498 1.676 0.579
C 0.349 2.223 -0.892
H -0.294 -2.990 2.094
H 1.155 -2.411 1.256
H -1.263 -0.590 1.918
H 1.274 -0.331 0.326
H -1.805 1.190 1.352
H 0.598 1.590 -1.757
H 1.252 2.758 -0.583
H -0.434 2.913 -1.212
H -0.116 -1.667 -2.848
H 0.331 -1.252 -1.434
O 0.650 -1.457 -2.343
```



Repeat the second record exactly.
Here is the ion C6H14N2 with charge -1 from OMol25. Energies are from ωB97M-V with the def2-TZVPD basis set.

- lowest unoccupied orbital energy (alpha / beta) (Ha) = 0.1284 / 0.1247
- energy above the lowest of the compared OMol25 structures with the same formula, charge and spin (kcal per mole) = 13.7
- charge = -1
- strongest force on any atom (eV/A) = 1.525
- spin multiplicity = 2

```
22
C6H14N2 (ωB97M-V with the def2-TZVPD basis set)
C 1.029 -1.273 -1.997
C -0.217 -0.450 -1.781
C 0.120 0.818 -0.997
C 0.684 0.662 0.393
C -0.130 0.392 1.422
N 0.143 0.425 2.767
C -0.881 0.105 3.727
N -0.879 -0.048 -3.042
H 0.989 -1.894 -2.900
H 1.258 -1.921 -1.147
H 1.933 -0.669 -2.131
H -0.998 -0.983 -1.242
H -0.692 1.556 -1.017
H 0.801 1.447 -1.606
H 1.749 0.844 0.463
H -1.195 0.372 1.223
H 1.083 0.643 3.004
H -1.876 0.128 3.286
H -0.940 0.740 4.610
H -0.725 -0.901 4.140
H -0.750 -0.787 -3.729
H -0.506 0.796 -3.447
```



Number 5 is which compound? CHAlF3NO5S2



What is the charge in the third record? 0